30
Properties=species:S:1:pos:R:3:forces:R:3 method="wB97M-V/def2-TZVPD" orbital_gap_ev=10.8682 e_homo_ev=-10.577
Cl -3.942023 -1.631852 -0.357528 -0.433 0.037 -0.108
C -2.401324 -1.960537 -1.104438 0.679 0.412 -0.625
Cl -1.495683 -3.153261 -0.175721 -0.031 -0.089 0.089
H -2.479233 -2.285190 -2.142056 -0.503 -0.397 0.272
H -1.830435 -1.035488 -1.184900 0.039 -0.043 0.524
Cl 1.053471 -0.844855 -0.629435 -0.414 0.352 -0.498
C 0.567482 0.129151 0.770337 0.722 0.420 0.341
Cl 0.913674 -0.816332 2.210306 -0.342 0.120 0.415
H 1.221534 1.000985 0.785469 -0.080 -0.177 -0.026
H -0.460922 0.490355 0.775136 -0.015 -0.542 -0.312
Cl -3.125925 3.961699 2.007895 -0.155 -0.239 -0.301
C -3.932877 3.090937 0.684583 -0.140 -0.129 -0.328
Cl -2.891264 1.860683 -0.122136 -0.485 0.524 0.436
H -4.824259 2.610262 1.087687 0.371 -0.154 0.020
H -4.247662 3.801785 -0.079424 0.310 -0.038 0.157
Cl 5.771446 -2.363693 -0.265095 -0.594 -0.057 0.167
C 4.181589 -1.899511 0.402805 0.160 0.289 0.718
Cl 3.958788 -2.419997 2.119734 0.298 -0.094 -0.683
H 4.167103 -0.810429 0.445158 -0.104 -0.249 -0.210
H 3.351299 -2.305143 -0.175270 0.442 -0.062 0.026
Cl 1.869866 -4.933438 -0.904219 -0.446 0.165 -0.071
C 0.980635 -4.183231 -2.236299 0.344 0.455 -0.632
Cl 2.156080 -3.494620 -3.423025 -0.409 -0.207 0.205
H 0.350208 -4.907109 -2.752674 0.328 -0.062 0.156
H 0.368695 -3.341673 -1.911640 0.328 -0.325 0.288
Cl 0.205002 3.612333 0.341536 0.132 0.721 0.457
C 0.034281 5.130337 1.295881 -0.163 0.212 -0.283
Cl 1.581593 6.003436 1.569704 -0.718 -0.591 -0.071
H -0.627843 5.788849 0.733698 0.310 -0.106 -0.088
H -0.473296 4.905548 2.233930 0.568 -0.146 -0.033

=====

18
Properties=species:S:1:pos:R:3:forces:R:3 method="wB97M-V/def2-TZVPD" orbital_gap_ev=10.2134 e_homo_ev=-9.269
C -2.514002 0.306965 -0.448892 -0.543 0.104 -0.726
C -2.114462 -0.489202 0.606492 1.764 -0.794 -0.519
C -0.953706 -1.303988 0.456713 -0.551 1.236 -1.317
N -0.213537 -1.278781 -0.678475 -0.785 -0.117 1.142
C -0.656968 -0.519662 -1.689380 0.049 -0.184 0.787
C -1.795353 0.265044 -1.655516 -0.226 -0.376 0.523
H -3.439854 0.897438 -0.375162 0.566 -0.216 -0.001
H -2.615655 -0.498187 1.543127 -0.508 0.023 0.537
H -0.629680 -1.963877 1.252705 0.092 0.071 -0.047
H -0.032948 -0.554401 -2.552136 0.255 0.037 -0.701
H -2.121071 0.735899 -2.578287 -0.011 0.255 0.351
C 2.179791 1.119224 0.904138 -0.865 0.383 0.490
N 2.726890 -0.210157 1.160892 1.115 0.258 -0.761
H 2.633371 1.769424 1.656200 -0.053 0.360 -0.377
H 2.322380 1.503426 -0.128646 0.061 -0.057 0.564
H 1.085216 1.132111 1.122547 0.702 -0.106 -0.249
H 2.384885 -0.793088 0.407113 0.032 -0.460 0.045
H 3.754703 -0.118187 0.996568 -1.095 -0.417 0.261

=====

14
Properties=species:S:1:pos:R:3:forces:R:3 method="wB97M-V/def2-TZVPD" orbital_gap_ev="7.5440 / 7.5450" e_homo_ev="-7.505 / -7.507"
C 1.048573 0.048081 -0.035476 -0.240 0.501 -0.040
C -1.593172 1.292338 0.043593 0.018 0.060 0.001
C 0.929002 -1.294131 -0.120284 -0.569 -1.034 -0.044
C -1.173590 -0.142050 -0.002806 0.622 -0.141 -0.026
O 3.005364 -0.204310 -0.323464 -0.329 -0.009 0.236
N -1.954722 -1.107973 -0.018678 0.126 0.075 0.003
O 0.725348 -2.418707 -0.169592 0.187 0.668 0.017
H 3.471528 -0.270690 0.521876 -0.013 0.028 -0.129
H -1.537469 -2.042985 -0.058153 0.090 0.085 0.000
H 1.071581 0.640031 -0.935524 -0.001 -0.044 -0.019
H 1.075539 0.517975 0.933978 0.068 -0.057 0.005
H -1.205401 1.828050 -0.826243 -0.017 -0.043 0.036
H -2.682135 1.373659 0.061018 0.076 -0.048 -0.002
H -1.180448 1.780713 0.929756 -0.018 -0.042 -0.037

=====

These records have ΔE to the lowest compared entry with this formula, charge and spin values of 48.42 67.72 600.32 kJ/mol, in the order they appear.